Computed, not measured: a molecular structure, C38H49N9O4Os, with ωB97M-V with the def2-TZVPD basis set.

Positions of all 101 atoms, in Å:
Os (0.951, 1.336, -0.571)
O (-2.126, -2.874, 3.036)
O (0.487, -0.658, -0.097)
O (-1.032, 1.464, -0.330)
O (2.288, 2.812, -0.911)
N (3.808, -0.446, 0.437)
N (2.568, 0.299, -1.475)
N (-1.655, 1.332, -3.897)
N (0.385, 1.313, -2.608)
N (0.672, 2.197, 1.217)
N (4.874, -0.341, -1.499)
N (-0.559, 1.969, 1.825)
N (0.395, -3.713, 2.441)
N (-1.111, 3.122, -2.737)
C (-1.086, -6.808, 3.812)
C (5.290, -0.287, -2.897)
C (-2.488, -2.181, -1.534)
C (2.490, 0.322, -2.943)
C (2.838, 3.631, -0.094)
C (5.220, -0.636, 0.766)
C (3.964, 4.441, -0.656)
C (-2.769, -5.075, 3.834)
C (-5.527, 1.111, 1.869)
C (-3.288, 1.669, 2.546)
C (1.387, 3.157, 1.840)
C (-5.077, 0.858, 0.581)
C (-4.632, 1.524, 2.849)
C (-1.753, -3.510, 0.299)
C (3.000, -0.023, 1.565)
C (-3.463, -2.415, 3.235)
C (-1.865, -4.168, 3.294)
C (2.456, 3.790, 1.232)
C (-3.734, 1.009, 0.271)
C (3.672, -0.139, -0.891)
C (0.321, -2.830, 1.477)
C (-2.463, 3.410, -3.191)
C (-0.700, -2.593, 0.535)
C (0.993, 3.579, 3.221)
C (-2.832, 1.400, 1.255)
C (-0.730, 1.875, -3.060)
C (-2.637, -3.315, -0.722)
C (-0.545, -1.438, -0.301)
C (-2.705, 2.302, -4.213)
C (-2.377, -6.381, 4.087)
C (-0.419, 4.059, -1.889)
C (-1.590, 0.119, -4.699)
C (5.826, -0.961, -0.579)
C (-1.406, 1.588, 0.926)
C (-0.578, -4.615, 2.977)
C (-1.480, -1.268, -1.338)
C (-0.187, -5.916, 3.255)
C (1.035, 0.213, -3.313)
H (-0.912, 0.214, -5.549)
H (0.047, 4.120, 3.182)
H (1.217, -2.228, 1.370)
H (2.878, 1.267, -3.331)
H (0.669, -0.764, -2.981)
H (-0.785, -7.824, 4.020)
H (4.200, 4.108, -1.663)
H (-0.701, 3.950, -0.838)
H (-1.314, -0.749, -4.108)
H (-1.412, -0.394, -1.957)
H (-3.173, 3.381, -2.360)
H (1.945, -0.205, 1.408)
H (-3.192, -2.017, -2.344)
H (6.811, -0.516, -0.710)
H (-0.684, 5.064, -2.215)
H (-3.467, -1.379, 2.916)
H (-3.776, -4.763, 4.072)
H (-2.496, 4.401, -3.641)
H (4.847, 4.367, -0.021)
H (-3.744, -2.481, 4.288)
H (-2.617, 2.656, -5.243)
H (0.654, 3.938, -2.002)
H (-4.163, -2.988, 2.624)
H (-3.431, -4.024, -0.909)
H (3.176, 1.031, 1.817)
H (-5.778, 0.549, -0.185)
H (1.296, -3.779, 2.892)
H (3.319, -0.620, 2.421)
H (1.756, 4.225, 3.647)
H (0.821, -6.232, 3.013)
H (-2.586, 1.997, 3.301)
H (-2.587, -0.056, -5.096)
H (2.988, 4.530, 1.812)
H (-6.577, 1.000, 2.107)
H (5.903, -2.036, -0.762)
H (6.377, -0.287, -2.897)
H (3.681, 5.495, -0.689)
H (-3.093, -7.070, 4.515)
H (0.927, 0.291, -4.393)
H (-1.839, -4.395, 0.916)
H (3.032, -0.510, -3.379)
H (-4.985, 1.739, 3.849)
H (4.964, -1.157, -3.470)
H (5.639, 0.279, 1.199)
H (4.968, 0.626, -3.385)
H (5.329, -1.440, 1.490)
H (0.826, 2.713, 3.858)
H (-3.382, 0.829, -0.735)
H (-3.680, 1.833, -4.091)

Results
E_HOMO	-0.466	hartree
orbital gap	6.912	eV
total charge	+2
relative energy (zero: lowest compared OMol25 entry of this formula, charge and spin)	0.0	kJ/mol
largest force on an atom	0.56	eV Å⁻¹

---

Computed, not measured: a molecular structure, C35H41CsF5N6O4PS2Te, with ωB97M-V with the def2-TZVPD basis set.

Positions of all 96 atoms, in Å:
Cs (-0.755, 0.204, -0.424)
Te (-2.320, -0.343, -4.498)
S (-1.708, 3.975, 0.025)
S (-2.507, -0.832, 2.503)
P (1.702, -2.433, -2.096)
F (-3.834, -0.217, -5.614)
F (-2.771, -2.178, -4.491)
F (-2.200, 1.507, -4.843)
F (-3.589, -0.031, -3.141)
F (-1.416, -0.633, -6.127)
O (-0.927, -0.446, -3.395)
O (0.750, 0.050, 2.212)
O (0.853, -2.524, 2.019)
O (0.504, 1.898, 3.426)
N (1.541, 1.951, -0.943)
N (-3.750, 3.809, 1.685)
N (2.735, 3.989, -0.641)
N (1.535, -2.801, 0.887)
N (1.217, 3.712, -2.406)
N (-1.713, 3.339, 2.633)
C (0.315, 0.678, 3.218)
C (-0.478, -0.730, 6.621)
C (3.755, -6.518, -1.152)
C (0.095, -0.054, 5.556)
C (2.423, -4.626, -0.408)
C (2.051, 4.395, -3.375)
C (4.295, -1.520, -1.342)
C (2.456, -2.399, -4.891)
C (5.318, -0.583, -1.317)
C (3.925, -5.912, -2.388)
C (1.689, -4.054, 0.726)
C (-2.404, 3.666, 1.549)
C (3.135, -1.284, -2.078)
C (4.042, 0.849, -2.758)
C (5.199, 0.601, -2.033)
C (3.013, -0.080, -2.767)
C (3.493, 3.368, 0.431)
C (0.130, 2.956, -3.008)
C (2.564, -4.023, -1.671)
C (2.185, -2.624, -6.234)
C (3.010, -5.877, -0.182)
C (-3.694, 2.441, 3.716)
C (1.826, 3.141, -1.296)
C (3.330, -4.687, -2.633)
C (0.953, -3.131, -6.621)
C (-2.218, -1.469, 5.134)
C (-0.452, -0.091, 4.275)
C (-1.655, -0.797, 4.029)
C (1.503, -2.682, -3.915)
C (-2.347, 3.103, 3.920)
C (-1.648, -1.447, 6.394)
C (0.264, -3.174, -4.322)
C (-0.010, -3.403, -5.661)
C (-4.547, 3.310, 2.807)
C (2.206, 5.292, -0.254)
H (-4.195, 2.298, 4.676)
H (5.996, 1.335, -2.014)
H (0.751, -1.517, 2.077)
H (-0.345, 3.579, -3.766)
H (1.591, 5.700, -1.051)
H (0.996, 0.533, 5.704)
H (-4.959, 4.162, 3.362)
H (-1.669, 2.472, 4.494)
H (-0.994, -3.745, -5.951)
H (2.905, 4.856, -2.886)
H (-2.124, -1.988, 7.206)
H (-5.383, 2.736, 2.403)
H (-4.213, 3.983, 0.810)
H (-0.513, -3.334, -3.584)
H (-0.741, 3.036, 2.540)
H (4.506, -6.395, -3.164)
H (-0.616, 2.721, -2.254)
H (3.979, 2.463, 0.068)
H (4.398, -2.440, -0.779)
H (2.935, -2.387, -6.980)
H (-0.025, -0.697, 7.606)
H (3.925, 1.783, -3.294)
H (-2.461, 4.060, 4.446)
H (1.301, -4.740, 1.480)
H (1.470, 5.170, -3.881)
H (2.869, 3.113, 1.298)
H (1.953, 1.703, -0.049)
H (-3.536, 1.459, 3.269)
H (2.098, 0.133, -3.311)
H (6.209, -0.778, -0.733)
H (1.581, 5.217, 0.645)
H (3.419, -1.991, -4.605)
H (3.036, 5.974, -0.054)
H (2.424, 3.702, -4.144)
H (0.459, 2.022, -3.475)
H (-3.138, -2.014, 4.964)
H (0.731, -3.281, -7.671)
H (4.201, -7.484, -0.945)
H (4.266, 4.068, 0.755)
H (3.447, -4.240, -3.610)
H (2.876, -6.341, 0.789)

Results
E_HOMO	-0.056	hartree
orbital gap	5.258	eV
total charge	-2
relative energy (zero: lowest compared OMol25 entry of this formula, charge and spin)	5.2	kJ/mol
largest force on an atom	0.51	eV Å⁻¹

---

Computed, not measured: a molecular structure, C22H32Ge2ORbS5, with ωB97M-V with the def2-TZVPD basis set.

Positions of all 63 atoms, in Å:
Rb (-1.450, -0.003, -3.648)
Ge (-1.152, 0.566, 0.467)
Ge (1.611, 0.043, -1.852)
S (-6.082, 1.883, -0.608)
S (-4.413, -0.016, -2.141)
S (-6.760, 4.228, 1.107)
S (-3.978, 3.592, 0.259)
S (-1.777, 2.109, -1.078)
O (-1.337, -2.790, -4.328)
C (2.399, 1.731, -2.668)
C (-2.113, -4.115, -2.523)
C (-1.043, -3.479, -3.371)
C (1.731, 0.643, 0.071)
C (-5.665, 3.287, 0.298)
C (-3.500, 2.238, -0.742)
C (4.205, -1.163, -0.738)
C (1.450, 2.419, 4.863)
C (0.379, 2.617, 2.717)
C (-2.072, -0.124, 3.137)
C (0.612, 3.105, 3.994)
C (0.982, 1.438, 2.279)
C (-4.482, 1.403, -1.175)
C (1.823, 0.759, 3.162)
C (-1.481, -1.307, -0.081)
C (-0.394, -2.254, 0.423)
C (3.245, -1.175, -1.926)
C (3.754, 2.201, -2.145)
C (0.725, 0.904, 0.916)
C (2.056, 1.245, 4.440)
C (-2.354, 0.853, 1.994)
C (0.385, -3.701, -2.967)
H (-1.077, 0.029, 3.560)
H (0.540, -3.273, -1.974)
H (4.096, 3.120, -2.634)
H (0.136, 4.025, 4.311)
H (-2.269, -3.491, -1.639)
H (1.625, 2.795, 5.863)
H (-2.287, 1.883, 2.345)
H (-2.135, -1.162, 2.800)
H (3.785, -0.911, -2.844)
H (-1.613, -1.352, -1.161)
H (-2.454, -1.571, 0.344)
H (5.044, -1.855, -0.875)
H (2.726, 0.856, 0.480)
H (1.651, 2.519, -2.526)
H (4.524, 1.442, -2.307)
H (-3.048, -4.162, -3.076)
H (2.887, -2.199, -2.080)
H (-3.370, 0.714, 1.616)
H (2.461, 1.563, -3.750)
H (0.576, -2.003, -0.008)
H (-1.812, -5.105, -2.179)
H (2.709, 0.700, 5.112)
H (0.595, -4.771, -2.907)
H (1.061, -3.213, -3.664)
H (-0.621, -3.299, 0.184)
H (-0.272, 3.159, 2.040)
H (-2.796, -0.004, 3.947)
H (2.287, -0.164, 2.834)
H (4.626, -0.169, -0.572)
H (-0.289, -2.189, 1.509)
H (3.715, 2.400, -1.072)
H (3.694, -1.448, 0.185)

Results
E_HOMO	-0.145	hartree
orbital gap	5.783	eV
total charge	-1
relative energy (zero: lowest compared OMol25 entry of this formula, charge and spin)	0.0	kJ/mol
largest force on an atom	0.16	eV Å⁻¹

---

Computed, not measured: 7 unconnected molecules or ions with the total composition C30H46N7O3 in a non-equilibrium geometry, with ωB97M-V with the def2-TZVPD basis set.

Positions of all 86 atoms, in Å:
O (-3.057, -1.416, 4.840)
O (-1.860, -1.336, 6.665)
O (-1.129, -0.938, -0.712)
N (-4.545, 2.782, 0.219)
N (-2.380, -0.905, -5.917)
N (-0.266, -0.300, -0.111)
N (2.250, 2.439, -6.181)
N (2.447, -1.852, 5.605)
N (3.136, -3.586, -0.287)
N (-2.543, -0.849, 5.884)
C (-2.920, 0.568, 5.997)
C (2.738, 0.557, 5.907)
C (2.765, 0.346, -7.042)
C (-0.130, -0.628, 1.373)
C (-1.884, 0.320, -5.468)
C (1.855, 0.283, -1.396)
C (3.412, -0.851, 5.714)
C (4.696, -1.993, 0.114)
C (-4.422, 0.583, -0.641)
C (3.104, 0.359, -5.610)
C (-4.253, 2.218, -1.059)
C (-1.371, -0.096, 2.201)
C (0.752, 1.922, 0.317)
C (1.296, 0.158, 5.969)
C (-4.571, 0.601, 0.784)
C (-4.156, 0.255, -5.118)
C (1.203, -0.130, 1.903)
C (-4.726, 1.927, 1.309)
C (1.351, 1.474, 1.636)
C (-0.322, 1.453, -1.948)
C (3.912, -2.731, -0.952)
C (2.198, 1.736, -7.312)
C (0.459, 0.784, -0.762)
C (-3.784, -1.064, -5.711)
C (-0.189, -2.213, 1.606)
C (1.144, -1.358, 5.744)
C (3.195, -3.726, 1.080)
C (2.842, 1.900, -5.110)
C (4.255, -2.692, 1.450)
C (-2.979, 1.145, -4.936)
H (0.196, -2.421, 2.609)
H (-4.040, 0.756, 6.001)
H (0.697, -2.609, 1.066)
H (4.464, -1.195, 5.611)
H (-1.302, -0.397, 3.209)
H (1.924, -0.699, 1.407)
H (-4.296, -0.388, -1.128)
H (-3.002, 2.190, -4.701)
H (3.786, -2.702, -2.050)
H (-2.556, 1.027, 6.995)
H (2.189, -4.129, -0.764)
H (-0.391, 0.771, -2.726)
H (2.299, 1.959, 1.810)
H (0.223, -1.863, 5.594)
H (2.667, 0.080, -0.736)
H (5.506, -1.282, -0.015)
H (1.265, -0.370, 3.115)
H (1.568, -0.547, -2.034)
H (0.722, 1.828, 2.465)
H (3.478, -0.452, -4.923)
H (2.554, -4.451, 1.778)
H (-4.681, 2.256, 2.275)
H (2.486, -0.468, -7.736)
H (-0.753, 0.356, -5.483)
H (3.012, 1.486, 6.115)
H (-1.260, -2.498, 1.314)
H (3.225, 2.377, -4.443)
H (1.862, 3.467, -6.126)
H (-2.295, -0.429, 1.827)
H (-2.503, 1.057, 5.112)
H (2.640, -2.838, 5.290)
H (0.578, 0.838, 6.464)
H (-1.382, 1.462, -1.599)
H (0.138, 2.234, -2.423)
H (4.697, -2.328, 2.424)
H (-4.675, -0.306, 1.401)
H (1.737, 2.206, -8.300)
H (-4.349, -1.985, -6.018)
H (-4.036, 2.835, -2.132)
H (-1.311, 0.947, 2.275)
H (-4.708, 3.753, 0.317)
H (2.212, 1.181, -2.096)
H (1.316, 2.716, -0.198)
H (-5.245, 0.602, -4.873)
H (-2.006, -1.559, -6.327)
H (-0.153, 2.365, 0.354)

Results
E_HOMO	-0.362	hartree
orbital gap	4.385	eV
total charge	+1
relative energy (zero: lowest compared OMol25 entry of this formula, charge and spin)	0.0	kJ/mol
largest force on an atom	15.65	eV Å⁻¹